<i>
A 2-piece molecular cluster, C5H12OP overall. Source: the OMol25 dataset; level of theory: ωB97M-V/def2-TZVPD.

Properties
HOMO (alpha / beta) ... -14.739 / -10.186 eV
Charge ... +1
Kohn-Sham gap (alpha / beta) ... 11.853 / 4.016 eV

Structure (XYZ):
```
19
Properties=species:S:1:pos:R:3:mulliken_charge:R:1
C -4.78 -0.92 0.66 0.01
C 1.22 1.76 -0.42 -1.25
C 1.46 -0.39 1.48 -1.11
C 1.64 -0.71 -1.51 -1.03
C -1.03 -0.14 0.05 -0.90
O -5.08 -1.57 1.57 -0.28
P 0.68 0.08 -0.13 1.08
H -4.96 -0.66 -0.33 0.31
H 1.05 2.21 -1.41 0.39
H 2.27 1.85 -0.28 0.43
H 0.75 2.29 0.32 0.41
H 1.08 0.26 2.26 0.39
H 2.57 -0.39 1.68 0.35
H 1.05 -1.40 1.70 0.36
H 1.13 -0.14 -2.41 0.36
H 1.36 -1.76 -1.62 0.36
H 2.61 -0.28 -1.57 0.39
H -1.50 0.68 0.53 0.39
H -1.53 -0.78 -0.58 0.35
```


<ii>
A 2-piece molecular cluster, C5H12OP overall. Source: the OMol25 dataset; level of theory: ωB97M-V/def2-TZVPD.

Properties
HOMO ... -13.125 eV
Charge ... +1
Kohn-Sham gap ... 9.507 eV

Structure (XYZ):
```
19
Properties=species:S:1:pos:R:3:mulliken_charge:R:1
C -1.20 0.55 2.72 0.13
C -0.20 1.81 -0.80 -1.18
C 1.41 -0.60 -1.16 -1.20
C -1.22 -1.28 -0.26 -1.14
C 0.67 0.31 1.50 -1.18
O -2.02 -0.24 2.67 -0.24
P -0.02 0.08 -0.13 1.13
H -1.05 1.41 3.38 0.36
H -0.56 1.94 -1.84 0.38
H 0.82 2.10 -0.87 0.43
H -0.99 2.39 -0.17 0.31
H 2.13 -0.97 -0.48 0.39
H 1.75 0.30 -1.68 0.36
H 1.14 -1.28 -1.92 0.39
H -1.36 -1.60 -1.32 0.40
H -2.11 -0.91 0.15 0.40
H -0.89 -1.98 0.50 0.40
H 0.82 -0.53 2.24 0.42
H 1.27 1.13 1.69 0.44
```


How do the structures above rank in stability at the extremes? <ii> comes first and <i> comes last.